A molecular structure, C52H28BrCl3I4IrN5, computed with wB97M-V/def2-TZVPD.

Element x y z (Å)
Ir: -0.329642 -0.293298 0.452227
I: -1.733341 -5.543315 -8.056324
C: -1.403053 -4.523348 -6.231746
C: -1.513534 -3.143805 -6.194447
C: -1.302256 -2.482697 -5.000458
C: -0.963012 -3.180758 -3.839774
C: -0.863943 -4.568709 -3.900026
C: -1.082209 -5.241545 -5.092212
C: -0.706617 -2.385065 -2.623142
C: -1.798921 -1.619195 -2.145658
C: -3.133517 -1.749857 -2.613415
C: -3.883708 -0.816991 -1.942870
C: -2.992849 -0.132540 -1.081553
C: -3.311095 1.035335 -0.343889
C: -4.729966 1.420620 -0.303879
C: -5.171087 2.631324 -0.834439
C: -6.510570 2.969501 -0.799782
C: -7.419781 2.095676 -0.229493
I: -9.475703 2.600458 -0.185613
C: -7.006086 0.884074 0.295473
C: -5.667942 0.547319 0.245012
C: -2.356028 1.862671 0.234571
N: -0.999419 1.622460 0.287477
C: -0.428195 2.749905 0.820137
C: 0.922703 2.972967 1.049417
C: 1.362336 4.305768 1.481160
C: 2.090744 4.455341 2.659835
C: 2.605456 5.683675 3.023707
C: 2.392769 6.774667 2.198749
I: 3.213287 8.652518 2.725574
C: 1.658317 6.653489 1.030785
C: 1.140098 5.421531 0.678642
C: 1.951143 2.022257 0.861787
C: 3.341301 2.285888 0.959514
C: 3.984344 1.099135 0.723907
C: 2.976390 0.141697 0.435889
N: 1.757171 0.719890 0.534010
C: 3.248739 -1.140639 -0.108356
C: 2.362510 -1.826306 -0.928134
C: 2.723251 -2.946697 -1.762646
C: 1.640271 -3.237544 -2.516445
C: 0.581664 -2.350624 -2.100189
N: 1.056461 -1.496157 -1.157007
C: 4.636235 -1.619063 0.050827
C: 5.504188 -1.668072 -1.039073
C: 6.827472 -2.032060 -0.873330
C: 7.286211 -2.376541 0.386337
I: 9.315251 -2.928421 0.633056
C: 6.441684 -2.342474 1.482725
C: 5.124562 -1.954383 1.312883
C: -1.452685 3.696957 1.153935
C: -2.639402 3.142829 0.814254
N: -1.738656 -0.649267 -1.201310
H: -1.750842 -2.586716 -7.087967
H: -1.388188 -1.406972 -4.959011
H: -0.637900 -5.133712 -3.006010
H: -0.997034 -6.318241 -5.131997
H: -3.472555 -2.448889 -3.351424
H: -4.929177 -0.607870 -2.061546
H: -4.461326 3.296258 -1.304378
H: -6.838237 3.907224 -1.220935
H: -7.721592 0.207376 0.734518
H: -5.341681 -0.401237 0.642629
H: 2.252034 3.596812 3.293324
H: 3.167759 5.784294 3.939680
H: 1.493205 7.509961 0.396187
H: 0.586997 5.311177 -0.241915
H: 3.784833 3.245475 1.130220
H: 5.041178 0.921460 0.709072
H: 3.680616 -3.430824 -1.780636
H: 1.547632 -3.981292 -3.282497
H: 5.142259 -1.390148 -2.018535
H: 7.496344 -2.046440 -1.720558
H: 6.805652 -2.616594 2.461400
H: 4.465262 -1.921868 2.168015
H: -1.276572 4.649194 1.614123
H: -3.621904 3.554961 0.938314
Br: -1.741491 0.601337 7.025330
C: -1.296103 0.395247 5.181330
C: 0.029795 0.447794 4.794040
C: 0.355121 0.264872 3.458117
C: -0.629773 0.044116 2.504220
C: -1.956514 0.011159 2.922556
C: -2.298300 0.176661 4.255124
H: 0.804897 0.621223 5.526407
H: 1.397170 0.299274 3.175554
H: -2.762709 -0.139072 2.215532
H: -3.332704 0.137865 4.559361
Cl: 2.116554 -4.430914 2.670301
C: 0.552500 -4.459981 1.803350
Cl: 0.717166 -5.504803 0.347015
Cl: -0.716099 -5.144174 2.873749
C: 0.213743 -3.141813 1.395392
N: -0.011359 -2.070763 1.005869

Forces on the atoms, in the same order (eV/Å):
3.2 2.2 -0.5
0.1 0.2 0.4
0.0 -0.3 -0.4
0.0 -0.1 -0.1
0.1 -0.2 0.1
-0.1 -0.2 -0.3
-0.1 0.1 0.0
0.0 -0.1 -0.1
-0.9 0.5 0.6
1.3 -0.8 -0.2
-0.8 0.6 0.2
0.1 -0.8 -0.6
-0.1 1.1 0.7
0.4 -1.0 -0.5
-0.3 0.1 0.0
0.0 -0.2 0.0
-0.1 0.1 0.0
-0.5 0.1 0.0
0.5 -0.1 0.0
-0.2 0.0 0.0
0.2 0.2 0.0
0.6 0.0 0.0
-0.6 1.0 -0.3
-0.1 -0.4 -0.1
0.6 -0.8 -0.1
0.2 0.4 0.1
-0.2 0.0 -0.1
0.1 0.1 0.1
0.2 0.5 0.1
-0.2 -0.4 -0.1
0.0 0.2 0.1
0.1 -0.1 0.1
-1.2 0.3 0.1
0.8 -0.6 -0.1
-0.1 0.9 0.4
-0.3 -1.2 -0.3
-1.9 -0.9 0.6
-0.3 0.9 0.3
-0.7 0.1 -0.2
-0.2 -0.2 -0.1
0.2 -0.1 0.0
0.8 0.4 0.2
-0.2 0.1 -0.7
0.3 -0.1 0.0
-0.1 0.0 0.2
0.1 -0.1 -0.1
0.5 -0.1 0.1
-0.5 0.1 0.0
0.2 -0.1 0.0
-0.1 0.0 -0.2
-0.2 -0.1 -0.1
0.2 0.1 0.1
-0.2 0.2 1.9
-0.1 0.0 -0.1
0.0 0.1 0.0
0.1 0.0 0.1
0.0 0.0 0.0
0.0 -0.1 -0.2
-0.1 0.0 0.0
0.0 0.1 0.0
-0.1 0.1 0.0
-0.1 -0.1 0.0
0.1 -0.1 0.1
0.0 -0.1 0.1
0.0 0.0 0.0
0.0 0.1 -0.1
-0.1 0.0 -0.1
0.1 0.2 0.1
0.2 0.0 -0.1
0.1 -0.1 0.0
0.1 -0.2 -0.1
0.0 0.0 -0.1
0.0 0.0 -0.1
0.0 0.0 0.1
-0.1 0.0 0.1
0.0 0.2 0.1
-0.1 0.1 0.1
0.0 0.0 -0.2
0.0 0.0 0.2
-0.1 0.0 0.1
0.2 0.0 -0.3
-1.2 0.0 -1.5
0.0 0.0 0.4
0.0 0.0 0.1
0.0 0.0 0.0
0.1 0.0 -0.1
0.1 0.0 -0.1
-0.1 0.0 0.1
-0.3 0.1 -0.1
0.3 -1.6 0.4
-0.1 0.4 0.4
0.3 0.3 -0.3
-0.7 2.7 -1.0
0.8 -3.8 1.3

Its net charge is 0. The calculation puts the frontier orbital gap (spin up / spin down) at 5.1720 / 5.1684 eV. As for the lowest unoccupied orbital energy (spin up / spin down): -1.66 / -1.64 eV. The multiplicity is 1.

***

A single C3H4O2 molecule, computed with wB97M-V/def2-TZVPD.

Element x y z (Å)
C: 0.562785 0.025020 -0.678203
C: 0.704430 -0.057298 0.771076
C: -0.620225 -0.366115 0.039509
O: 0.934349 1.115384 0.051044
O: -1.719170 0.484965 0.038127
H: 1.266941 -0.498107 -1.331518
H: 1.397143 -0.730283 1.208280
H: -1.065302 -1.388877 0.230083
H: -1.460954 1.415312 -0.328399

Forces on the atoms, in the same order (eV/Å):
1.3 -2.9 -2.5
-2.1 -0.7 0.1
-1.7 -0.5 1.6
1.2 2.7 0.7
0.2 2.6 -0.7
-0.5 0.4 0.1
0.7 0.0 0.5
1.2 0.9 -0.9
-0.4 -2.6 1.1

Its net charge is 0. The value obtained for the relative energy (zero: lowest compared OMol25 entry of this formula, charge and spin) is 394.02 kJ/mol. The calculation puts the frontier orbital gap at 10.3663 eV. As for the lowest unoccupied orbital energy: 1.05 eV. The multiplicity is 1.

***

A gas-phase ion, C4HBrIO3 (charge -1), computed with wB97M-V/def2-TZVPD.

Element x y z (Å)
C: -0.564947 -1.599513 1.187003
C: 1.440555 0.571152 0.066832
C: -0.524706 -1.075534 -0.051318
C: 0.261365 0.770576 -0.859421
O: 1.488551 0.594411 -1.345990
O: -0.921190 -2.322071 -0.043254
O: -0.609131 -0.298729 -1.062199
Br: 1.955721 2.404212 0.775152
I: -2.271008 -0.749068 2.285540
H: -0.255210 1.704565 -0.952345

Forces on the atoms, in the same order (eV/Å):
1.1 0.6 4.1
-0.9 -0.9 0.3
-1.4 -1.3 -1.7
0.6 2.3 1.8
1.5 0.1 -2.2
-0.7 -0.6 -2.2
-0.1 -1.4 0.2
0.1 0.7 0.2
-0.1 0.0 -0.1
-0.1 0.4 -0.4

Its net charge is -1. The value obtained for the relative energy (zero: lowest compared OMol25 entry of this formula, charge and spin) is 575.55 kJ/mol. The calculation puts the frontier orbital gap at 6.5265 eV. As for the lowest unoccupied orbital energy: 2.70 eV. The multiplicity is 1.

***

What did the second record say?
A single C3H4O2 molecule, computed with wB97M-V/def2-TZVPD.

Element x y z (Å)
C: 0.562785 0.025020 -0.678203
C: 0.704430 -0.057298 0.771076
C: -0.620225 -0.366115 0.039509
O: 0.934349 1.115384 0.051044
O: -1.719170 0.484965 0.038127
H: 1.266941 -0.498107 -1.331518
H: 1.397143 -0.730283 1.208280
H: -1.065302 -1.388877 0.230083
H: -1.460954 1.415312 -0.328399

Forces on the atoms, in the same order (eV/Å):
1.3 -2.9 -2.5
-2.1 -0.7 0.1
-1.7 -0.5 1.6
1.2 2.7 0.7
0.2 2.6 -0.7
-0.5 0.4 0.1
0.7 0.0 0.5
1.2 0.9 -0.9
-0.4 -2.6 1.1

Its net charge is 0. The value obtained for the relative energy (zero: lowest compared OMol25 entry of this formula, charge and spin) is 394.02 kJ/mol. The calculation puts the frontier orbital gap at 10.3663 eV. As for the lowest unoccupied orbital energy: 1.05 eV. The multiplicity is 1.

***

Which of these has the lowest net charge? C4HBrIO3